1.
Here is a cluster of 2 separate species, C2H10N6O in total in a non-equilibrium geometry from OMol25. Energies are from the ωB97M-V functional and the def2-TZVPD basis.

XYZ file:
```
19
Properties=species:S:1:pos:R:3:forces:R:3
C 1.63953 -0.70882 1.12995 1.1662 0.9344 -0.3404
C -0.62312 0.96508 -0.38167 -0.7611 -1.5031 -0.9218
N 2.39315 -1.13970 0.30063 -0.1718 -0.8517 -0.0155
N 1.52266 -0.10906 2.27302 -0.5930 0.4132 1.2556
N -1.33459 1.06628 -1.55374 1.2108 2.8116 2.4803
N -0.12704 1.94335 0.42062 -1.0548 -0.0702 -3.2735
N -0.34518 -0.19843 0.13667 2.0243 -2.5826 0.8378
N -0.90354 -1.43704 -0.41247 2.8547 0.5168 2.1821
O 2.21278 -1.45066 -0.98418 -2.4636 0.4918 0.0715
H -1.07720 -1.87151 0.49628 -1.1310 -0.7217 -0.6537
H 2.25248 0.31657 2.82256 1.2244 0.2722 -0.9084
H -1.75985 1.96722 -1.67446 -0.2058 0.3191 -0.4468
H -1.71700 0.38026 -2.14848 0.0561 -1.0604 -0.4392
H -0.34537 2.86031 0.13363 0.0104 1.3701 0.0342
H -0.07789 1.74770 1.37580 0.0976 -0.2263 1.4143
H -0.33778 -2.09016 -0.98091 0.6551 0.6897 0.1759
H 0.78446 -0.19754 2.95124 -0.8723 -0.9500 -0.5077
H -1.63615 -1.16976 -0.95831 -3.6565 0.1022 -1.4581
H 2.96525 -1.49103 -1.56960 1.6102 0.0448 0.5135
```
Positions in Å, forces in eV/Å.

The molecular weight is 134.14 g/mol. The energy above the lowest of the compared OMol25 structures with the same formula, charge and spin is 60.3 kcal/mol. The largest force on an atom comes out at 3.94 eV/A. As for the net charge: +2. The orbital gap is 9.611 eV.


2.
Here is an isolated molecule of C4H10N2O in a non-equilibrium geometry from OMol25. Energies are from the ωB97M-V functional and the def2-TZVPD basis.

XYZ file:
```
17
Properties=species:S:1:pos:R:3:forces:R:3
C -0.15835 0.02197 0.89995 -0.9034 0.0824 -2.5759
C 1.27745 0.33317 0.95779 1.5054 0.2358 -3.0660
C -0.28472 -1.55839 -1.26889 0.4650 0.1417 -0.2153
C -0.30461 -0.12816 -0.80756 -3.3143 0.1399 2.1881
N -1.01898 1.11969 1.32029 0.0631 -0.1889 0.0457
O 1.66242 0.27715 -0.66021 0.7883 0.3089 2.5665
N -0.98461 0.75795 -1.44925 1.6514 -0.4105 -0.1099
H 1.57711 1.16739 -1.04238 0.0932 -0.2141 0.4685
H -0.42133 -0.95293 1.31676 0.0777 -0.0118 0.0809
H -1.09732 1.14985 2.33293 -0.0293 0.0298 -0.1421
H -1.95145 0.98126 0.93339 0.2026 0.0495 0.1419
H -0.90053 1.67602 -1.00149 -0.5208 -0.2888 0.2439
H 1.90576 -0.44474 1.38437 0.1355 0.2520 -0.1067
H 1.54253 1.34984 1.24133 -0.0752 -0.2242 0.3114
H -0.33257 -1.60042 -2.35884 -0.0592 0.0451 0.1100
H -1.14058 -2.09160 -0.85099 -0.0144 0.0667 0.0091
H 0.62978 -2.05805 -0.94720 -0.0657 -0.0136 0.0500
```
Positions in Å, forces in eV/Å.

The molecular weight is 102.14 g/mol. As for the SMILES: [H]/N=C(/C)[C@H](N)CO. The energy above the lowest of the compared OMol25 structures with the same formula, charge and spin is 81.6 kcal/mol. The largest force on an atom comes out at 3.97 eV/A. As for the net charge: 0. The orbital gap is 9.597 eV.


3.
Here is a structure of composition C18H20Cl3MnN4O5S from OMol25. Energies are from the ωB97M-V functional and the def2-TZVPD basis.

XYZ file:
```
52
Properties=species:S:1:pos:R:3:forces:R:3
Mn 0.49994 -0.27202 -1.87103 -0.1109 0.0402 -0.3354
N 0.63956 -1.48071 0.16889 0.1083 0.0100 0.0826
C 2.04556 -1.29109 0.54651 -0.0827 0.0206 0.0215
C 2.44834 0.17820 0.31716 0.0954 0.0675 0.0002
O 3.22373 0.70910 1.10856 -0.0926 -0.1005 -0.0679
O 1.90975 0.71886 -0.71006 0.0271 0.0629 0.0217
H 0.01682 -1.20918 0.91668 -0.0469 -0.0052 0.0907
H 0.42307 -2.42659 -0.11179 -0.0279 -0.0826 -0.0343
H 2.65500 -1.90612 -0.11969 0.0392 0.0120 0.0163
H 2.27438 -1.56458 1.57816 -0.0113 -0.0386 -0.0108
Cl 2.97682 -6.15340 -5.82602 -0.0076 0.0033 0.0069
C 2.14799 -4.99181 -4.81738 -0.0209 0.0100 0.0217
C 2.73275 -3.76541 -4.55957 0.0469 0.0297 -0.0106
C 2.06354 -2.85874 -3.76266 -0.0252 -0.0789 -0.0251
Cl 2.81056 -1.33136 -3.40088 0.0101 0.0880 0.0084
C 0.78971 -3.09852 -3.19047 -0.0472 0.0515 0.0239
O 0.16982 -2.25232 -2.45513 0.0643 -0.0425 0.0655
C 0.26501 -4.38208 -3.48308 0.0524 0.0010 -0.0649
Cl -1.27795 -4.79401 -2.79440 -0.0044 -0.0118 -0.0027
C 0.91430 -5.30811 -4.27583 -0.0416 -0.0219 0.0057
H 3.70074 -3.51548 -4.97088 -0.0046 -0.0025 0.0028
H 0.45713 -6.26861 -4.46795 0.0028 0.0022 0.0008
S -0.19541 2.86003 -4.05626 0.0434 0.0531 -0.0806
C 0.24137 4.02671 4.09768 -0.0142 -0.0364 -0.0217
C -0.92475 3.08016 4.34387 0.0158 0.0210 0.0213
N -1.21815 2.24430 3.18185 0.0265 0.0421 0.0032
C -0.94559 0.81787 3.31381 0.0539 -0.0145 -0.0155
C 0.53829 0.49524 3.41772 -0.0363 0.0212 0.0209
C -1.93385 2.82387 2.18116 -0.0999 -0.0040 0.0248
O -2.39512 3.95305 2.28383 0.0591 -0.0384 -0.0041
C -2.15360 2.05421 0.91241 0.0325 -0.0240 0.0039
C -3.40238 2.09957 0.30682 -0.0080 0.0514 -0.0226
C -3.58935 1.45474 -0.90133 -0.0140 -0.0064 0.0141
C -2.51751 0.78941 -1.47485 -0.0279 -0.0167 -0.0397
N -1.31578 0.75196 -0.90328 0.0794 0.0738 0.0048
C -1.13279 1.38401 0.25573 -0.0549 0.0080 -0.0178
H 0.43880 4.62160 4.99076 0.0049 0.0141 0.0003
H 0.00310 4.70272 3.27769 0.0113 0.0072 0.0065
H 1.14549 3.47415 3.83947 -0.0027 0.0098 0.0009
H -1.81944 3.65150 4.59397 -0.0097 -0.0110 0.0089
H -0.70454 2.40946 5.17598 -0.0081 -0.0001 0.0014
H -1.39079 0.29958 2.46882 -0.0350 -0.0111 -0.0038
H -1.46530 0.45712 4.20885 -0.0119 0.0009 -0.0017
H 1.10026 0.85079 2.55396 0.0272 -0.0016 0.0020
H 0.68214 -0.58384 3.50373 0.0008 0.0018 -0.0068
H 0.97719 0.95371 4.30545 0.0144 0.0014 -0.0132
H -4.19875 2.66034 0.77916 0.0025 -0.0067 0.0085
H -4.54359 1.47693 -1.40863 0.0030 -0.0061 0.0021
H -2.59886 0.29250 -2.43408 0.0148 0.0114 0.0058
H -0.11931 1.37341 0.64259 0.0026 -0.0022 -0.0046
O -0.61377 0.41179 -3.76393 0.0909 -0.1312 0.0934
N 0.16544 1.37710 -3.51206 -0.0831 -0.0212 0.1923
```
Positions in Å, forces in eV/Å.

The molecular weight is 565.75 g/mol. The spin multiplicity is 6. As for the expectation value of S²: 8.7583. The energy above the lowest of the compared OMol25 structures with the same formula, charge and spin is 17.6 kcal/mol. The largest force on an atom comes out at 0.36 eV/A. As for the net charge: -1. The orbital gap (alpha / beta) is 7.093 / 7.239 eV.